1.
# C46H35LaN2O2S2

A molecular structure, C46H35LaN2O2S2 (ωB97M-V/def2-TZVPD, the OMol25 dataset).

The geometry in ORCA input format:
```
! RIJCOSX wB97M-V def2-TZVPD def2/J DEFGRID3
* xyz 2 1
La 12.39 13.10 6.93
C 17.87 11.25 5.02
C 17.26 12.51 5.04
C 15.87 12.60 5.19
C 15.19 11.39 5.43
C 15.81 10.14 5.45
C 17.20 10.06 5.19
N 13.78 11.56 5.72
N 13.38 10.47 6.33
C 12.05 10.13 6.29
C 11.84 8.71 6.51
C 10.60 8.24 6.80
C 9.55 9.17 6.89
C 9.72 10.54 6.67
C 11.01 11.07 6.44
H 18.93 11.25 4.81
H 17.86 13.44 4.91
H 15.36 13.54 5.13
H 15.18 9.28 5.76
H 17.75 9.12 5.21
H 12.71 8.10 6.31
H 10.45 7.17 7.01
H 8.56 8.83 7.16
H 8.88 11.23 6.71
C 17.62 10.55 9.03
C 16.31 11.16 9.21
C 16.03 12.35 8.47
C 14.82 12.99 8.55
C 13.85 12.52 9.45
C 14.05 11.31 10.09
C 15.25 10.66 9.96
S 12.27 13.42 9.80
O 11.81 13.05 11.17
C 12.84 15.13 9.86
C 13.98 15.46 10.61
C 14.32 16.79 10.81
C 13.48 17.84 10.35
C 13.68 19.20 10.69
C 12.89 20.19 10.16
C 11.76 19.88 9.38
C 11.41 18.53 9.23
C 12.29 17.48 9.63
C 12.08 16.10 9.24
C 10.87 15.72 8.47
C 9.63 15.57 9.23
C 9.53 15.95 10.64
C 8.32 16.00 11.28
C 7.18 15.58 10.58
C 7.26 14.98 9.34
C 8.47 14.93 8.62
C 8.59 14.43 7.30
C 9.71 14.74 6.52
C 10.74 15.55 7.04
S 11.97 15.99 5.76
O 13.29 15.16 6.26
C 12.41 17.65 5.94
C 13.74 18.08 6.12
C 14.02 19.45 6.17
C 13.00 20.42 6.12
C 13.35 21.87 6.06
C 11.68 19.92 6.05
C 11.39 18.56 6.00
H 18.41 11.39 9.11
H 17.73 10.09 8.04
H 17.89 9.79 9.77
H 16.79 12.73 7.79
H 14.71 13.93 8.06
H 13.25 10.88 10.76
H 15.37 9.74 10.51
H 14.49 14.68 11.14
H 15.21 17.03 11.43
H 14.58 19.49 11.34
H 13.03 21.25 10.44
H 11.17 20.64 8.83
H 10.43 18.25 8.81
H 10.45 16.15 11.17
H 8.30 16.22 12.34
H 6.17 15.68 11.03
H 6.42 14.50 8.82
H 7.77 13.84 6.92
H 9.73 14.55 5.45
H 14.56 17.38 6.14
H 15.05 19.77 6.21
H 12.99 22.41 6.94
H 12.82 22.37 5.20
H 14.44 22.00 6.05
H 10.81 20.61 6.10
H 10.37 18.24 5.96
*
```

HOMO in eV: -13.23
Largest force on an atom in eV Å⁻¹: 4.054
Frontier orbital gap in eV: 6.67
LUMO level in eV: -6.563
E in hartree: -2861.22995

Listed below, in e, are the Löwdin charges computed for each atom:
1 La 2.001
2 C -0.078
3 C -0.068
4 C -0.042
5 C -0.259
6 C -0.006
7 C -0.051
8 N -0.116
9 N 0.028
10 C -0.349
11 C -0.007
12 C -0.055
13 C -0.044
14 C -0.121
15 C -0.247
16 H 0.110
17 H 0.127
18 H 0.092
19 H 0.116
20 H 0.122
21 H 0.112
22 H 0.131
23 H 0.111
24 H 0.083
25 C -0.031
26 C -0.228
27 C -0.007
28 C -0.190
29 C -0.427
30 C -0.054
31 C 0.002
32 S 0.885
33 O -0.406
34 C -0.313
35 C -0.042
36 C 0.023
37 C -0.146
38 C -0.016
39 C -0.058
40 C -0.045
41 C -0.008
42 C -0.092
43 C -0.160
44 C -0.147
45 C -0.061
46 C 0.014
47 C -0.027
48 C -0.027
49 C -0.012
50 C -0.143
51 C 0.018
52 C -0.152
53 C -0.407
54 S 1.128
55 O -0.709
56 C -0.429
57 C -0.030
58 C -0.003
59 C -0.247
60 C -0.033
61 C -0.026
62 C -0.103
63 H 0.130
64 H 0.084
65 H 0.093
66 H 0.123
67 H 0.075
68 H 0.149
69 H 0.131
70 H 0.125
71 H 0.142
72 H 0.149
73 H 0.125
74 H 0.123
75 H 0.121
76 H 0.124
77 H 0.127
78 H 0.134
79 H 0.131
80 H 0.130
81 H 0.117
82 H 0.108
83 H 0.123
84 H 0.088
85 H 0.117
86 H 0.088
87 H 0.141
88 H 0.120

2.
# C3H6N2S

C3H6N2S in the gas phase (ωB97M-V/def2-TZVPD, the OMol25 dataset).

The geometry in ORCA input format:
```
! RIJCOSX wB97M-V def2-TZVPD def2/J DEFGRID3
* xyz 0 1
N -0.19 0.72 -1.20
C 0.40 -0.23 -0.42
N 1.59 -0.86 -0.73
C -0.24 -0.44 0.89
C -1.22 0.39 1.47
S -1.97 1.85 0.90
H 0.22 0.94 -2.14
H -0.88 1.40 -0.77
H 1.88 -0.81 -1.75
H 1.82 -1.68 -0.20
H 0.04 -1.38 1.46
H -1.44 0.11 2.48
*
```

HOMO in eV: -7.63
SMILES: NC(N)=CC=S
Largest force on an atom in eV Å⁻¹: 2.945
Frontier orbital gap in eV: 8.03
Energy relative to the best compared isomer or geometry (same formula, charge and spin) in kcal per mole: 22.0
LUMO level in eV: 0.400
E in hartree: -625.58690

Listed below, in e, are the natural (NBO) charges computed for each atom:
1 N -0.794
2 C 0.499
3 N -0.783
4 C -0.459
5 C -0.226
6 S -0.279
7 H 0.387
8 H 0.432
9 H 0.399
10 H 0.412
11 H 0.210
12 H 0.200

3.
# C48H49BrN5NaO5

A molecular structure, C48H49BrN5NaO5 (ωB97M-V/def2-TZVPD, the OMol25 dataset).

The geometry in ORCA input format:
```
! RIJCOSX wB97M-V def2-TZVPD def2/J DEFGRID3
* xyz 0 1
Na 1.29 0.23 -2.52
C 2.37 -1.26 4.80
C 3.42 -1.44 3.71
C 4.60 -0.50 3.99
C 3.91 -2.90 3.74
C 2.87 -1.13 2.32
C 3.65 -1.35 1.18
C 3.13 -1.07 -0.07
N 1.90 -0.59 -0.26
C 1.13 -0.40 0.82
C 1.59 -0.64 2.11
C -0.28 0.04 0.55
C -1.22 0.16 1.58
C -2.51 0.58 1.30
C -2.82 0.82 -0.04
C -1.84 0.66 -0.99
N -0.58 0.30 -0.72
C -3.55 0.84 2.40
C -3.08 0.31 3.75
C -3.75 2.36 2.50
C -4.88 0.18 2.04
H 2.80 -1.52 5.76
H 1.50 -1.91 4.64
H 2.02 -0.23 4.86
H 5.02 -0.71 4.98
H 4.27 0.54 3.98
H 5.39 -0.62 3.25
H 4.26 -3.15 4.75
H 4.74 -3.07 3.05
H 3.11 -3.59 3.48
H 4.65 -1.75 1.26
H 3.70 -1.26 -0.97
H 0.94 -0.47 2.95
H -0.94 -0.08 2.59
H -3.81 1.13 -0.34
H -2.07 0.82 -2.04
H -2.18 0.82 4.11
H -2.88 -0.76 3.72
H -3.86 0.48 4.50
H -2.82 2.87 2.77
H -4.50 2.59 3.27
H -4.10 2.78 1.56
H -4.77 -0.90 1.91
H -5.31 0.59 1.13
H -5.60 0.35 2.85
C 4.05 1.66 -2.84
O 2.67 2.00 -2.72
C 2.30 3.29 -2.95
C 3.20 4.33 -3.12
C 2.71 5.61 -3.31
Br 3.94 7.02 -3.57
C 1.36 5.89 -3.30
C 0.46 4.85 -3.10
C 0.93 3.55 -2.97
O 0.07 2.48 -2.79
C -0.98 5.19 -2.99
N -1.49 6.33 -3.36
C -2.83 6.25 -3.01
C -3.85 7.19 -3.16
C -5.11 6.86 -2.70
C -5.36 5.61 -2.10
C -4.37 4.67 -1.94
C -3.10 5.02 -2.41
N -1.90 4.34 -2.43
H 4.44 2.01 -3.79
H 4.08 0.57 -2.82
H 4.62 2.08 -2.01
H 4.27 4.15 -3.11
H 0.99 6.90 -3.42
H -0.32 2.22 -3.63
H -3.65 8.15 -3.62
H -5.92 7.56 -2.81
H -6.36 5.38 -1.75
H -4.56 3.71 -1.49
H -1.67 3.46 -2.01
O 1.20 0.52 -5.10
C 0.12 0.42 -4.79
C -0.47 -4.17 3.68
C -1.14 -3.93 2.36
C -2.53 -3.93 2.28
C -3.17 -3.68 1.07
C -2.42 -3.45 -0.06
C -1.02 -3.48 -0.01
N -0.32 -3.22 -1.20
C 0.64 -4.04 -1.77
C 0.80 -5.37 -1.38
C 1.79 -6.16 -1.93
C 2.66 -5.64 -2.88
C 2.52 -4.32 -3.27
C 1.51 -3.52 -2.75
C 1.41 -2.07 -3.17
O 2.47 -1.40 -3.26
O 0.25 -1.59 -3.34
C -0.37 -3.69 1.21
C 1.13 -3.61 1.33
H -1.20 -4.47 4.44
H 0.04 -3.27 4.05
H 0.29 -4.95 3.62
H -3.11 -4.13 3.17
H -4.25 -3.69 1.01
H -2.90 -3.29 -1.02
H -0.63 -2.47 -1.81
H 0.12 -5.79 -0.64
H 1.88 -7.19 -1.62
H 3.45 -6.25 -3.31
H 3.19 -3.87 -3.99
H 1.59 -4.60 1.34
H 1.41 -3.10 2.26
H 1.56 -3.06 0.50
*
```

HOMO in eV: -7.19
Largest force on an atom in eV Å⁻¹: 1.220
Frontier orbital gap in eV: 7.21
Energy relative to the best compared isomer or geometry (same formula, charge and spin) in kcal per mole: 19.7
LUMO level in eV: 0.018
E in hartree: -5244.96948

Atomic partial charges in e from the Löwdin method, atoms 1 to 99:
1 Na 0.217
2 C -0.053
3 C -0.550
4 C -0.039
5 C -0.035
6 C -0.176
7 C -0.001
8 C -0.093
9 N 0.132
10 C -0.183
11 C 0.027
12 C -0.173
13 C 0.054
14 C -0.146
15 C -0.006
16 C -0.112
17 N 0.131
18 C -0.552
19 C -0.058
20 C -0.036
21 C -0.041
22 H 0.091
23 H 0.064
24 H 0.090
25 H 0.088
26 H 0.092
27 H 0.082
28 H 0.090
29 H 0.082
30 H 0.077
31 H 0.116
32 H 0.113
33 H 0.099
34 H 0.095
35 H 0.106
36 H 0.115
37 H 0.085
38 H 0.086
39 H 0.089
40 H 0.092
41 H 0.089
42 H 0.078
43 H 0.083
44 H 0.076
45 H 0.088
46 C -0.020
47 O -0.115
48 C -0.188
49 C -0.050
50 C -0.669
51 Br 0.760
52 C -0.068
53 C -0.057
54 C -0.155
55 O 0.002
56 C -0.257
57 N 0.180
58 C -0.223
59 C -0.016
60 C -0.095
61 C -0.096
62 C -0.023
63 C -0.188
64 N 0.175
65 H 0.107
66 H 0.086
67 H 0.106
68 H 0.102
69 H 0.110
70 H 0.071
71 H 0.111
72 H 0.098
73 H 0.099
74 H 0.098
75 H 0.134
76 O 0.111
77 C 0.075
78 C -0.038
79 C -0.228
80 C -0.065
81 C -0.094
82 C -0.020
83 C -0.212
84 N 0.104
85 C -0.193
86 C -0.030
87 C -0.091
88 C -0.097
89 C -0.029
90 C -0.068
91 C -0.598
92 O -0.042
93 O -0.089
94 C -0.151
95 C -0.027
96 H 0.077
97 H 0.057
98 H 0.086
99 H 0.104